Entry 1:
ORCA calculation (ωB97M-V with the def2-TZVPD basis set) on C31H25IIrN7O8 as an isolated structure.

Last column: Mulliken spin population.
Element x y z (Å)
Ir: 0.18 -1.51 0.18  2.697
O: 6.38 -1.07 -0.37  -0.002
C: 5.04 -1.18 -0.31  -0.010
C: 4.25 -1.42 -1.44  0.013
C: 2.89 -1.51 -1.25  0.011
N: 2.36 -1.39 -0.05  0.166
C: 3.08 -1.14 1.02  -0.011
C: 4.45 -1.03 0.95  0.009
C: 2.25 -0.95 2.27  0.045
O: 2.75 -0.67 3.32  0.048
O: 0.95 -1.08 2.06  0.239
C: 1.87 -1.72 -2.36  -0.003
O: 2.23 -2.02 -3.47  0.024
O: 0.63 -1.57 -1.97  0.217
H: 6.69 -1.18 -1.28  0.000
H: 4.67 -1.52 -2.43  0.002
H: 5.04 -0.82 1.83  0.002
O: 1.98 1.32 -1.46  0.007
C: 1.08 1.71 -0.76  0.027
N: 0.80 3.03 -0.48  0.005
C: -0.27 3.25 0.44  0.128
C: -0.69 1.54 0.64  0.087
O: -1.62 1.27 1.35  0.311
N: 0.13 0.88 -0.13  0.275
C: -1.50 3.84 -0.18  0.047
C: -2.67 4.06 0.56  0.054
C: -3.76 4.66 -0.02  -0.024
C: -3.72 5.05 -1.36  0.097
C: -2.58 4.81 -2.11  -0.041
C: -1.48 4.20 -1.53  0.097
C: 0.17 3.76 1.79  0.026
C: 1.33 4.54 1.86  0.049
C: 1.72 5.11 3.06  -0.017
C: 0.98 4.89 4.21  0.054
C: -0.16 4.10 4.16  -0.017
C: -0.56 3.54 2.96  0.046
H: 1.48 3.73 -0.72  0.001
H: -2.72 3.75 1.60  -0.002
H: -4.65 4.84 0.57  -0.001
H: -4.58 5.53 -1.81  0.003
H: -2.54 5.11 -3.15  -0.001
H: -0.60 4.01 -2.13  0.003
H: 1.93 4.73 0.98  0.000
H: 2.61 5.72 3.09  0.001
H: 1.30 5.33 5.15  0.002
H: -0.72 3.90 5.06  0.000
H: -1.42 2.88 2.95  0.004
I: -2.15 -2.36 2.17  0.063
C: -2.93 -1.54 0.42  0.013
C: -4.28 -1.30 0.23  0.008
C: -4.66 -0.71 -0.96  -0.003
C: -3.70 -0.38 -1.91  0.003
C: -2.38 -0.66 -1.64  -0.011
N: -2.01 -1.24 -0.49  0.107
H: -5.00 -1.57 0.99  -0.001
H: -5.71 -0.50 -1.15  0.000
H: -3.97 0.09 -2.85  0.000
H: -1.58 -0.44 -2.33  0.006
C: -0.02 -6.93 -1.91  0.002
N: 0.19 -5.87 -0.95  0.001
C: 0.68 -6.05 0.41  -0.001
C: 0.77 -4.61 0.90  -0.033
O: 1.14 -4.25 1.99  0.001
N: 0.32 -3.79 -0.12  0.188
C: 0.02 -4.56 -1.17  -0.009
N: -0.43 -4.07 -2.32  0.000
H: 0.40 -7.85 -1.52  0.000
H: 0.49 -6.71 -2.85  0.000
H: -1.08 -7.09 -2.11  0.000
H: 1.66 -6.53 0.43  0.000
H: -0.01 -6.62 1.03  0.001
H: -0.22 -3.09 -2.48  0.001
H: -0.49 -4.67 -3.12  0.000

Properties
Multiplicity: 6
Net charge: +1
Highest occupied orbital energy (alpha / beta), eV: -10.40 / -11.55
ΔE to the lowest compared entry with this formula, charge and spin, kcal per mole: 8.1
E_tot, Ha: -2583.35306
Gap between HOMO and LUMO (alpha / beta), eV: 8.0 / 5.1
⟨S²⟩: 8.774

---

Entry 2:
ORCA calculation (ωB97M-V with the def2-TZVPD basis set) on C31H25N5O2S3W as an isolated structure.

Last column: natural (NBO) charge in e.
Element x y z (Å)
W: 0.06 -0.15 -0.59  1.770
C: -1.49 -3.86 0.33  -0.221
C: -1.31 -3.68 1.71  -0.108
C: -0.26 -2.93 2.21  -0.220
C: 0.65 -2.37 1.32  -0.148
C: 0.49 -2.54 -0.06  -0.380
C: -0.59 -3.30 -0.55  -0.129
H: -2.31 -4.46 -0.04  0.245
H: -2.00 -4.16 2.40  0.243
H: -0.13 -2.81 3.28  0.243
H: 1.54 -1.90 1.71  0.237
H: 1.35 -2.42 -0.71  0.253
H: -0.69 -3.46 -1.62  0.242
S: 3.39 1.33 2.23  0.536
C: 4.16 0.19 1.17  -0.139
C: 5.49 -0.21 1.20  -0.209
C: 5.90 -1.15 0.28  -0.174
C: 4.99 -1.69 -0.64  -0.158
C: 3.68 -1.28 -0.67  -0.234
C: 3.24 -0.31 0.24  0.070
N: 1.95 0.25 0.39  -0.566
C: 1.92 1.09 1.41  0.098
C: 0.66 1.71 1.75  -0.079
C: 0.55 2.73 2.70  -0.192
C: -0.68 3.33 2.90  -0.192
C: -1.77 2.92 2.15  -0.199
C: -1.65 1.90 1.22  -0.172
C: -0.44 1.24 1.00  -0.420
H: 6.18 0.21 1.92  0.247
H: 6.93 -1.49 0.28  0.247
H: 5.33 -2.43 -1.35  0.240
H: 3.02 -1.70 -1.41  0.207
H: 1.42 3.06 3.26  0.236
H: -0.78 4.12 3.63  0.245
H: -2.73 3.40 2.30  0.238
H: -2.54 1.62 0.66  0.208
O: -0.06 -1.00 -2.55  -0.494
N: 1.11 -0.43 -2.40  -0.053
C: 1.90 -0.17 -3.38  0.031
C: 1.56 -0.56 -4.72  0.195
N: 1.25 -0.86 -5.78  -0.139
C: 3.07 0.60 -3.10  0.221
N: 3.97 1.26 -2.85  -0.176
S: -4.34 -0.99 -1.80  0.572
C: -2.71 -0.55 -1.80  -0.097
N: -2.10 -0.52 -0.64  -0.553
C: -2.99 -0.87 0.40  0.095
C: -2.74 -0.92 1.77  -0.213
C: -3.77 -1.27 2.62  -0.179
C: -5.05 -1.58 2.13  -0.174
C: -5.31 -1.53 0.78  -0.196
C: -4.27 -1.16 -0.07  -0.222
H: -2.20 -0.34 -2.73  0.260
H: -1.77 -0.67 2.16  0.239
H: -3.59 -1.30 3.68  0.238
H: -5.83 -1.85 2.82  0.246
H: -6.30 -1.75 0.39  0.249
C: 0.19 4.05 -0.91  -0.813
S: -0.98 2.93 -1.65  1.279
C: -0.89 3.48 -3.34  -0.796
O: -0.23 1.57 -1.76  -0.963
H: 1.15 3.94 -1.40  0.257
H: 0.25 3.82 0.15  0.265
H: -0.21 5.06 -1.05  0.269
H: -1.32 4.49 -3.39  0.268
H: -1.49 2.80 -3.94  0.263
H: 0.14 3.49 -3.67  0.256

Properties
Multiplicity: 3
Net charge: +2
Highest occupied orbital energy (alpha / beta), eV: -13.78 / -14.12
ΔE to the lowest compared entry with this formula, charge and spin, kcal per mole: 5.3
E_tot, Ha: -2881.65629
Gap between HOMO and LUMO (alpha / beta), eV: 7.3 / 7.1
⟨S²⟩: 2.020

---

Entry 3:
ORCA calculation (ωB97M-V with the def2-TZVPD basis set) on C31H26AsBr2IrNOS3SbSe as an isolated structure.

Last column: natural (NBO) charge in e.
Element x y z (Å)
Ir: -1.79 0.90 -0.35  0.732
Br: -3.33 -2.45 -2.47  0.072
C: -1.72 -3.48 -2.59  -0.544
Br: -0.11 -2.47 -2.26  0.047
H: -1.65 -3.88 -3.59  0.212
H: -1.77 -4.25 -1.83  0.233
S: -4.68 4.62 1.49  -0.974
Sb: -3.52 2.66 1.82  0.853
S: -1.26 2.99 0.87  -0.882
S: -3.94 1.35 -0.31  -0.417
O: 0.39 0.53 -0.26  -1.117
As: 1.39 0.89 1.02  2.012
C: 2.89 -0.25 0.61  -0.401
C: 2.58 -1.52 0.13  -0.191
C: 3.61 -2.38 -0.24  -0.205
C: 4.93 -1.96 -0.14  -0.219
C: 5.24 -0.69 0.33  -0.242
C: 4.21 0.17 0.70  -0.154
C: 0.99 0.49 2.86  -0.293
C: 0.04 1.21 3.58  -0.219
C: -0.23 0.86 4.90  -0.198
C: 0.44 -0.19 5.50  -0.204
C: 1.40 -0.90 4.78  -0.224
C: 1.68 -0.56 3.47  -0.226
C: 2.08 2.67 0.92  -0.405
C: 2.54 3.35 2.04  -0.154
C: 3.03 4.64 1.90  -0.224
C: 3.06 5.24 0.65  -0.214
C: 2.58 4.56 -0.46  -0.206
C: 2.09 3.27 -0.34  -0.173
H: 1.55 -1.81 0.02  0.260
H: 3.37 -3.36 -0.62  0.213
H: 5.73 -2.63 -0.44  0.201
H: 6.27 -0.37 0.39  0.202
H: 4.44 1.17 1.06  0.212
H: -0.51 2.00 3.09  0.272
H: -1.00 1.40 5.44  0.214
H: 0.21 -0.47 6.52  0.200
H: 1.92 -1.73 5.24  0.202
H: 2.41 -1.13 2.92  0.220
H: 2.50 2.88 3.01  0.213
H: 3.38 5.18 2.77  0.201
H: 3.42 6.26 0.55  0.201
H: 2.58 5.05 -1.43  0.211
H: 1.68 2.75 -1.19  0.251
Se: -1.71 -1.17 1.61  -0.350
C: -2.18 -2.92 1.04  -0.125
C: -1.22 -3.90 0.77  -0.312
C: -1.61 -5.18 0.40  -0.009
N: -2.88 -5.57 0.27  -0.488
C: -3.79 -4.63 0.51  0.017
C: -3.51 -3.33 0.89  -0.292
H: -0.16 -3.66 0.85  0.215
H: -0.85 -5.93 0.20  0.172
H: -4.83 -4.93 0.39  0.174
H: -4.31 -2.62 1.05  0.228
C: -1.71 0.65 -2.24  -0.121
C: -2.22 0.89 -3.51  -0.280
C: -3.42 1.62 -3.78  -0.162
C: -3.86 1.81 -5.08  -0.245
C: -3.15 1.31 -6.17  -0.301
C: -1.97 0.61 -5.94  -0.238
C: -1.51 0.40 -4.65  -0.212
H: -3.97 2.03 -2.95  0.219
H: -4.77 2.38 -5.24  0.190
H: -3.51 1.47 -7.18  0.183
H: -1.40 0.21 -6.77  0.184
H: -0.59 -0.15 -4.48  0.202

Properties
Multiplicity: 5
Net charge: -2
Highest occupied orbital energy (alpha / beta), eV: -0.20 / -1.45
ΔE to the lowest compared entry with this formula, charge and spin, kcal per mole: 63.5
E_tot, Ha: -12651.24068
Gap between HOMO and LUMO (alpha / beta), eV: 4.1 / 5.3
⟨S²⟩: 6.061